*a*
Formula: C6H15NO
Source: OMol25
Level of theory: the ωB97M-V functional and the def2-TZVPD basis

- SMILES string = C=CC[C@H](C)NC.O
- total charge = 0
- HOMO energy (eV) = -8.8401
- frontier orbital gap (Eh) = 0.35864

```
23
C6H15NO, DFT the ωB97M-V functional and the def2-TZVPD basis
C 0.52192 2.12222 -2.44299
C 0.05068 1.75494 -1.26329
C -0.47394 0.35274 -1.02693
C -0.89581 0.06177 0.42573
C -1.67582 -1.24869 0.50951
N -1.71169 1.16791 0.99357
C -1.11595 1.79369 2.16405
H 1.00483 3.08361 -2.58472
H 0.46353 1.47388 -3.30872
H 0.21421 2.38622 -0.38859
H 0.34851 -0.32797 -1.22988
H -1.39343 0.20133 -1.60042
H 0.00605 -0.04493 1.04374
H -2.53739 -1.20370 -0.15145
H -2.08648 -1.33403 1.50997
H -1.01695 -2.06998 0.22843
H -1.79091 1.84867 0.24872
H -1.50902 2.78802 2.35343
H -1.43721 1.22645 3.04906
H -0.02123 1.74670 2.15995
O 4.91004 -5.57517 -0.42770
H 4.77692 -5.39813 0.51106
H 5.36913 -4.80556 -0.77253
```

These are the Mulliken partial charges, in e, on atoms 1 to 4:
1 C -0.928
2 C -0.045
3 C -0.670
4 C 0.386


*b*
Formula: C6H15NO
Source: OMol25
Level of theory: the ωB97M-V functional and the def2-TZVPD basis

- SMILES string = CC(C)[C@@H](O)N(C)C
- total charge = 0
- HOMO energy (eV) = -8.5299
- frontier orbital gap (Eh) = 0.34870

```
23
C6H15NO, DFT the ωB97M-V functional and the def2-TZVPD basis
C 1.82309 0.49555 -0.42522
C 0.48625 0.95887 0.15110
C 0.31399 2.50141 -0.20890
C -0.76739 0.26717 -0.39105
O -0.77225 0.24032 -1.79906
N -0.99117 -1.14490 0.10172
C 0.01713 -2.13707 -0.23279
C -1.35471 -1.22522 1.51140
H 1.78938 0.40845 -1.51514
H 2.13260 -0.46380 -0.00831
H 2.61833 1.20721 -0.17687
H 0.51273 0.90533 1.24361
H -0.63172 2.90380 0.16679
H 0.36156 2.66296 -1.29010
H 1.12356 3.07120 0.25811
H -1.65503 0.83159 -0.08530
H -1.44057 -0.43341 -2.00748
H 0.36653 -2.03285 -1.26517
H -0.41081 -3.14445 -0.15321
H 0.88049 -2.10920 0.44108
H -0.51113 -1.00275 2.17591
H -2.16862 -0.53130 1.74989
H -1.72224 -2.22892 1.75899
```

These are the Mulliken partial charges, in e, on atoms 1 to 4:
1 C -1.430
2 C 0.824
3 C -1.542
4 C -0.189


*c*
Formula: C6H15NO
Source: OMol25
Level of theory: the ωB97M-V functional and the def2-TZVPD basis

- SMILES string = C[C@@H]1CCCN1C.O
- total charge = 0
- HOMO energy (eV) = -8.6405
- frontier orbital gap (Eh) = 0.34714

```
23
C6H15NO, DFT the ωB97M-V functional and the def2-TZVPD basis
C 1.06430 -1.07625 -1.09373
C 0.14863 -0.35320 -0.11519
C -0.26128 1.03981 -0.65575
C -0.22775 1.98198 0.56366
C 0.22018 1.10266 1.72779
N 0.91897 0.00188 1.08186
C 1.19702 -1.12184 1.96180
H 1.75463 -1.73772 -0.56627
H 0.53172 -1.68608 -1.81284
H 1.67416 -0.39132 -1.68619
H -0.76364 -0.93555 0.07766
H 0.48410 1.22567 -1.42032
H -1.25564 1.03951 -1.08016
H -1.25966 2.27377 0.76957
H 0.38549 2.87143 0.44960
H 0.94611 1.62045 2.35677
H -0.62203 0.76691 2.35124
H 0.42181 -1.88768 2.04688
H 2.09483 -1.62590 1.57488
H 1.58032 -0.72936 2.90673
O -3.17828 -0.55430 -3.38713
H -2.79134 -0.32311 -2.54292
H -3.06264 -1.50174 -3.50794
```

These are the Mulliken partial charges, in e, on atoms 1 to 4:
1 C -1.371
2 C 0.378
3 C -0.595
4 C -0.470


Name the least stable of them. *a*.


*a*
Formula: C6H15NO
Source: OMol25
Level of theory: the ωB97M-V functional and the def2-TZVPD basis

- SMILES string = CCN(CC)CCO
- total charge = 0
- HOMO energy (eV) = -8.8360
- frontier orbital gap (Eh) = 0.36408

```
23
C6H15NO, DFT the ωB97M-V functional and the def2-TZVPD basis
C -0.35934 1.47842 1.88747
C 0.00273 1.37878 0.37305
N -0.30650 0.02749 -0.08109
C -1.74499 -0.09871 -0.37762
C -2.29679 -1.46500 -0.03198
C 0.47672 -0.40718 -1.23608
C 1.98033 -0.45595 -0.99009
O 2.34244 -0.55319 0.36793
H -1.45184 1.59503 1.97209
H -0.16327 0.49138 2.28934
H 0.00621 2.32300 2.46507
H -0.46756 2.16215 -0.23316
H 1.08201 1.51849 0.35179
H -1.86637 0.06587 -1.45356
H -2.30477 0.69244 0.11300
H -2.53797 -1.50263 1.03134
H -1.68298 -2.35064 -0.21139
H -3.23519 -1.73257 -0.52910
H 0.06799 -1.39698 -1.49603
H 0.15931 0.13113 -2.15034
H 2.43315 0.40162 -1.49061
H 2.37254 -1.31056 -1.55740
H 1.58349 -0.96791 0.77714
```

These are the Mulliken partial charges, in e, on atoms 1 to 4:
1 C -1.157
2 C -0.514
3 N 0.219
4 C -0.607


*b*
Formula: C6H15NO
Source: OMol25
Level of theory: the ωB97M-V functional and the def2-TZVPD basis

- SMILES string = CN(C)CCCCO
- total charge = 0
- HOMO energy (eV) = -8.6183
- frontier orbital gap (Eh) = 0.35078

```
23
C6H15NO, DFT the ωB97M-V functional and the def2-TZVPD basis
C -2.45058 -0.72427 0.41447
N -1.38604 -0.10898 -0.36214
C -1.93916 0.54685 -1.53497
C -0.57802 0.81778 0.41393
C 0.39130 0.08564 1.34669
C 1.31017 -0.94080 0.68241
C 1.94728 -0.44158 -0.58892
O 2.84698 0.60952 -0.23585
H -3.30538 -0.07215 0.63359
H -2.83720 -1.58706 -0.11301
H -2.00347 -1.19742 1.27109
H -2.47380 -0.20593 -2.11305
H -1.11523 0.87552 -2.17709
H -2.58719 1.39997 -1.29456
H -1.13107 1.52452 1.05383
H 0.01207 1.37568 -0.29354
H -0.24823 -0.39142 2.09341
H 0.95999 0.81880 1.92354
H 2.11721 -1.14683 1.39110
H 0.76692 -1.85246 0.49034
H 1.20997 -0.07339 -1.30963
H 2.47090 -1.23623 -1.14095
H 3.10340 1.07787 -1.03307
```

These are the Mulliken partial charges, in e, on atoms 1 to 4:
1 C -1.100
2 N 0.174
3 C -1.100
4 C -0.935


Name the least stable of them. *a*.


*a*
Formula: C6H6N
Source: OMol25
Level of theory: the ωB97M-V functional and the def2-TZVPD basis

- total charge = +1
- HOMO energy (eV) = -14.2212
- frontier orbital gap (Eh) = 0.29533

```
13
C6H6N, DFT the ωB97M-V functional and the def2-TZVPD basis
C 2.29392 -1.66565 -0.58119
C 1.37352 -0.73094 -0.90003
C -1.56140 -0.03976 0.60250
C -1.41243 1.43941 0.45966
C 0.68129 0.40647 -0.70844
C 2.36224 -1.27010 0.74295
N -0.56255 0.49034 -0.19770
H 2.60143 -2.50631 -1.09195
H -1.54478 -0.57745 1.57505
H -2.31354 -0.68290 0.05344
H -2.10088 2.07072 -0.16810
H -0.93042 1.80388 1.31656
H 1.11361 1.26230 -1.10275
```

These are the Mulliken partial charges, in e, on atoms 1 to 4:
1 C -0.089
2 C 0.020
3 C -0.326
4 C -0.456


*b*
Formula: C6H6N
Source: OMol25
Level of theory: the ωB97M-V functional and the def2-TZVPD basis

- SMILES string = C#CCC#[N+]C=C
- total charge = +1
- HOMO energy (eV) = -15.0131
- frontier orbital gap (Eh) = 0.36361

```
13
C6H6N, DFT the ωB97M-V functional and the def2-TZVPD basis
C -1.80716 -1.87181 -1.10599
C -0.64790 -1.99156 -1.22086
C 0.84749 -1.79329 -1.20326
C 0.93298 -0.53634 -0.50322
N 0.58572 0.48527 -0.10370
C -0.01389 1.50090 0.52600
C 0.18006 1.86701 1.76876
H -2.87063 -1.83962 -0.83620
H 1.43257 -2.54212 -0.85687
H 1.22817 -1.61836 -2.27947
H -0.75012 1.91128 -0.04542
H 1.12840 1.55442 2.31567
H -0.27807 2.78868 2.03439
```

These are the Mulliken partial charges, in e, on atoms 1 to 4:
1 C 0.274
2 C -0.704
3 C -0.291
4 C 0.245


*c*
Formula: C6H6N
Source: OMol25
Level of theory: the ωB97M-V functional and the def2-TZVPD basis

- SMILES string = C1=C2CC2=[N+]2C[C@@H]12
- total charge = +1
- HOMO energy (eV) = -14.4067
- frontier orbital gap (Eh) = 0.29981

```
13
C6H6N, DFT the ωB97M-V functional and the def2-TZVPD basis
C 0.06888 1.38598 0.05357
C -1.10987 0.69680 -0.03476
C -2.14658 -0.41000 0.00474
C -0.72794 -0.68779 0.07216
N 0.49105 -0.98406 0.44832
C 1.59728 -0.61769 -0.37398
C 1.20607 0.54190 0.48453
H 0.14186 2.36134 -0.16566
H -2.69922 -0.51481 0.93502
H -2.74137 -0.75021 -0.88275
H 1.51894 -0.66805 -1.51874
H 2.60237 -1.04837 -0.29925
H 1.79852 0.69496 1.27682
```

These are the Mulliken partial charges, in e, on atoms 1 to 4:
1 C -0.669
2 C 0.170
3 C -0.237
4 C 0.455


Name the least stable of them. *a*.


*a*
Formula: C22H30N2O4
Source: OMol25
Level of theory: the ωB97M-V functional and the def2-TZVPD basis

- SMILES string = COc1cc(/C=C/CN2CCN(Cc3ccc(C)o3)[C@@H](CCO)C2)ccc1O
- total charge = 0
- HOMO energy (eV) = -7.9170
- frontier orbital gap (Eh) = 0.31222

```
58
C22H30N2O4, DFT the ωB97M-V functional and the def2-TZVPD basis
C -2.06432 -3.96520 -5.24695
O -2.53556 -2.71085 -5.66792
C -1.88117 -1.58408 -5.21583
C -0.80227 -1.57254 -4.35681
C -0.20843 -0.36550 -3.97197
C 0.92812 -0.31245 -3.06470
C 1.38552 -1.29480 -2.28996
C 2.52268 -1.12150 -1.32422
N 2.10987 -0.80545 0.03898
C 1.28334 -1.82404 0.65711
C 1.16012 -1.49671 2.14735
N 0.60346 -0.18082 2.40127
C -0.84916 -0.09659 2.30374
C -1.31815 1.11224 3.04441
C -1.91762 2.26678 2.63957
C -2.04355 3.07534 3.79813
C -1.50535 2.35965 4.82537
C -1.32441 2.66830 6.26759
O -1.06905 1.16573 4.37221
C 1.29649 0.86026 1.64529
C 2.64585 1.19433 2.29397
C 2.48037 1.69826 3.73168
O 2.06442 0.70731 4.63037
C 1.46594 0.48624 0.16202
C -0.72623 0.82287 -4.48070
C -1.81346 0.82105 -5.33373
C -2.40173 -0.37430 -5.70991
O -3.46563 -0.37783 -6.55291
H -2.70879 -4.69948 -5.72805
H -2.13760 -4.07624 -4.16041
H -1.02899 -4.12973 -5.56182
H -0.39468 -2.49881 -3.98685
H 1.42855 0.64829 -3.02706
H 0.89967 -2.26053 -2.27218
H 3.17622 -0.30948 -1.65460
H 3.11228 -2.04210 -1.27190
H 1.76748 -2.79569 0.53470
H 0.27638 -1.87440 0.20420
H 0.54029 -2.24372 2.64816
H 2.15689 -1.52680 2.59372
H -1.26301 -0.99194 2.77792
H -1.22397 -0.04491 1.27019
H -2.23381 2.51267 1.64589
H -2.47132 4.05549 3.85193
H -1.55873 3.71189 6.45435
H -1.97613 2.04364 6.87817
H -0.29549 2.46690 6.56115
H 0.67216 1.76116 1.69511
H 3.29215 0.31803 2.28347
H 3.12725 1.97745 1.70655
H 3.44110 2.06185 4.10820
H 1.76968 2.54184 3.73506
H 1.26748 0.30103 4.25020
H 2.09036 1.23728 -0.32600
H 0.47606 0.49580 -0.33167
H -0.27673 1.76295 -4.19737
H -2.22038 1.73979 -5.72440
H -3.72447 -1.29791 -6.70014
```

These are the Mulliken partial charges, in e, on atoms 1 to 4:
1 C -0.868
2 O -0.523
3 C 1.406
4 C -0.490


*b*
Formula: C22H30N2O4
Source: OMol25
Level of theory: the ωB97M-V functional and the def2-TZVPD basis

- SMILES string = Cc1ccc(OCc2cc(C(=O)N3CCC([C@@H](O)C(C)C)CC3)no2)cc1C
- total charge = 0
- HOMO energy (eV) = -8.3171
- frontier orbital gap (Eh) = 0.33585

```
58
C22H30N2O4, DFT the ωB97M-V functional and the def2-TZVPD basis
C -6.60762 -3.19557 0.19721
C -6.22152 -1.74961 0.12456
C -6.83355 -0.81480 0.94924
C -6.48954 0.52005 0.90379
C -5.51057 0.95229 0.01506
O -5.23839 2.30004 0.03976
C -4.25578 2.80504 -0.82031
C -2.87886 2.32980 -0.48064
C -2.35556 1.74376 0.63393
C -0.98327 1.56282 0.31037
C -0.02562 0.88866 1.22947
O -0.47420 0.12647 2.07370
N 1.28760 1.16942 1.13492
C 1.95002 1.98061 0.14161
C 2.87426 1.11568 -0.71564
C 3.90494 0.40568 0.16728
C 4.87741 -0.47685 -0.65530
O 4.72441 -0.15156 -2.02281
C 6.34877 -0.30075 -0.21274
C 7.28441 -1.13441 -1.09286
C 6.55392 -0.69301 1.24806
C 3.14331 -0.41518 1.21120
C 2.21166 0.48815 2.01737
N -0.74381 2.00461 -0.90006
O -1.90909 2.47923 -1.39969
C -4.89512 0.02884 -0.81663
C -5.24000 -1.31598 -0.76746
C -4.54800 -2.29041 -1.67072
H -7.38579 -3.34762 0.94056
H -5.74819 -3.80933 0.46535
H -6.97631 -3.54563 -0.76670
H -7.59443 -1.13906 1.64443
H -6.96338 1.24449 1.54637
H -4.30386 3.89384 -0.69834
H -4.47286 2.57085 -1.87303
H -2.84368 1.46719 1.54298
H 1.20992 2.46629 -0.49067
H 2.54195 2.74231 0.66543
H 3.37893 1.73982 -1.45046
H 2.28123 0.37726 -1.25448
H 4.48833 1.17870 0.67937
H 4.59949 -1.53431 -0.50639
H 5.26127 -0.75966 -2.54053
H 6.60635 0.75630 -0.34083
H 8.30100 -1.07597 -0.71126
H 6.98079 -2.18048 -1.08947
H 7.29893 -0.77139 -2.11852
H 5.98338 -0.05734 1.91839
H 6.25457 -1.72695 1.40733
H 7.60508 -0.59876 1.51153
H 3.82850 -0.91995 1.89189
H 2.54497 -1.17490 0.70455
H 1.62559 -0.09506 2.72967
H 2.79666 1.23909 2.56123
H -4.13000 0.33339 -1.51454
H -5.26805 -2.79875 -2.31133
H -4.03193 -3.05036 -1.08507
H -3.81873 -1.78697 -2.30011
```

These are the Mulliken partial charges, in e, on atoms 1 to 4:
1 C -1.449
2 C 0.940
3 C -0.796
4 C -0.922


Name the least stable of them. *a*.